Entry 1:
# C48H67BrCoN8O5SeSi

C48H67BrCoN8O5SeSi as an isolated structure (wB97M-V/def2-TZVPD, OMol25).

```
132
Properties=species:S:1:pos:R:3
Co -0.13 0.69 0.25
N -1.86 2.35 0.08
C -3.18 1.80 -0.16
C -4.34 2.53 0.49
C -4.13 2.91 1.95
C -3.73 1.72 2.81
N -4.66 0.61 2.65
C -5.76 0.38 3.32
N -6.09 1.07 4.43
N -6.58 -0.59 2.88
C -3.14 0.28 0.12
O -4.24 -0.31 0.32
O -2.03 -0.27 0.02
H -1.71 2.61 1.05
H -1.65 3.15 -0.50
H -3.33 1.83 -1.24
H -5.24 1.92 0.39
H -4.53 3.46 -0.06
H -5.05 3.38 2.33
H -3.35 3.67 2.05
H -3.64 2.00 3.87
H -2.75 1.35 2.53
H -4.59 0.14 1.70
H -5.39 1.66 4.85
H -6.80 0.71 5.04
H -6.37 -1.04 2.00
H -7.46 -0.77 3.33
C -1.42 -1.60 2.69
Si -0.30 -0.24 3.30
C -1.07 0.28 4.97
C 1.37 -1.05 3.64
N -0.14 1.13 2.22
C 0.56 2.24 2.66
C 1.20 2.29 3.93
C 1.91 3.38 4.40
C 2.06 4.52 3.62
C 1.47 4.52 2.36
C 0.74 3.43 1.91
O 0.17 3.45 0.65
C 0.17 4.57 -0.13
C -0.51 5.72 0.26
C -0.57 6.80 -0.61
C 0.03 6.73 -1.86
C 0.70 5.58 -2.24
C 0.77 4.49 -1.38
H -1.15 -2.51 3.24
H -1.32 -1.80 1.63
H -2.48 -1.39 2.90
H -1.91 -0.38 5.20
H -1.43 1.31 4.95
H -0.36 0.20 5.79
H 1.30 -1.78 4.45
H 2.13 -0.31 3.92
H 1.72 -1.57 2.75
H 1.15 1.42 4.57
H 2.37 3.33 5.38
H 2.62 5.37 3.96
H 1.57 5.38 1.71
H -0.97 5.76 1.24
H -1.09 7.70 -0.31
H -0.02 7.58 -2.53
H 1.15 5.51 -3.22
H 1.26 3.57 -1.66
Br 0.09 -8.05 1.37
C 0.51 -6.23 1.05
C -0.52 -5.32 0.84
C -0.21 -4.00 0.59
C 1.12 -3.58 0.55
C 2.13 -4.50 0.77
C 1.84 -5.83 1.02
C 1.46 -2.12 0.27
O 2.66 -1.81 0.23
O 0.45 -1.35 0.20
H -1.55 -5.66 0.87
H -0.99 -3.27 0.42
H 3.16 -4.16 0.73
H 2.62 -6.56 1.19
C -2.90 -3.55 -5.15
C -2.26 -2.17 -5.10
C -2.60 -1.37 -3.85
C -2.02 -1.91 -2.55
N -0.57 -2.00 -2.58
C 0.27 -0.94 -2.52
Se -0.23 0.84 -2.37
N 1.54 -1.39 -2.57
C 2.73 -0.56 -2.47
C 3.10 0.16 -3.77
C 3.59 -0.72 -4.92
C 2.48 -1.45 -5.67
C 1.52 -2.78 -2.59
C 2.56 -3.71 -2.59
C 2.20 -5.04 -2.59
C 0.85 -5.44 -2.58
C -0.17 -4.51 -2.59
C 0.18 -3.17 -2.60
H -2.73 -4.03 -6.12
H -3.98 -3.48 -5.00
H -2.50 -4.22 -4.39
H -2.60 -1.59 -5.97
H -1.18 -2.25 -5.20
H -3.69 -1.33 -3.72
H -2.26 -0.34 -3.97
H -2.40 -2.91 -2.32
H -2.28 -1.26 -1.71
H 3.54 -1.22 -2.15
H 2.56 0.15 -1.67
H 3.89 0.87 -3.50
H 2.25 0.76 -4.10
H 4.32 -1.44 -4.54
H 4.12 -0.09 -5.63
H 1.96 -2.18 -5.04
H 2.88 -2.00 -6.52
H 1.74 -0.74 -6.04
H 3.59 -3.40 -2.58
H 2.97 -5.80 -2.57
H 0.61 -6.49 -2.55
H -1.21 -4.83 -2.55
C 5.16 0.58 -0.07
C 4.32 1.26 1.01
C 4.49 0.54 2.35
C 4.67 2.75 1.15
C 2.92 1.14 0.61
N 1.84 1.06 0.25
H 6.20 0.51 0.27
H 5.15 1.15 -1.00
H 4.78 -0.43 -0.26
H 5.54 0.59 2.65
H 4.19 -0.50 2.27
H 3.88 1.02 3.12
H 5.73 2.85 1.41
H 4.08 3.22 1.94
H 4.49 3.29 0.22
```

The value obtained for the total energy is -9331.4141 a.u. Its largest force on an atom is 0.0177 hartree/bohr. The spin multiplicity is 2. As for the energy above the lowest of the compared OMol25 structures with the same formula, charge and spin: 0.00 kJ/mol.


Entry 2:
# C48H67Cl2N5O7S

A 3-piece molecular cluster, C48H67Cl2N5O7S overall at a distorted geometry (wB97M-V/def2-TZVPD, OMol25).

```
130
Properties=species:S:1:pos:R:3
C -0.36 -2.31 3.88
C -0.26 -2.75 2.31
Cl -0.20 -4.61 1.93
C -0.21 -1.79 1.14
Cl -0.26 0.02 1.53
N -0.09 -2.42 -0.23
C -1.28 -2.14 -1.12
C -2.63 -1.28 -0.65
C -3.94 -1.03 -1.67
C -5.22 -0.13 -1.10
C -4.96 1.40 -1.73
C -5.97 2.15 -2.78
C -5.64 3.66 -3.43
C -4.25 4.49 -3.04
C -3.23 3.75 -1.93
C -3.59 2.25 -1.30
C -4.00 -1.66 -3.22
C -5.30 -1.46 -4.19
C -5.10 -0.38 -5.41
O -6.26 -0.59 -6.34
C -3.74 -0.56 -6.30
N -3.53 0.59 -7.30
C -2.65 -2.53 -3.67
C -1.36 -2.75 -2.68
S 0.18 -3.73 -3.22
C 1.59 -2.71 -2.42
C 1.23 -2.12 -0.90
C 2.47 -1.24 -0.21
C 3.91 -0.94 -0.99
O 5.01 -0.12 -0.40
C 4.47 1.01 0.37
O 4.31 0.83 1.70
C 4.02 2.47 -0.23
C 2.50 2.88 -0.72
C 2.12 4.41 -1.28
C 3.29 5.60 -1.37
C 4.82 5.20 -0.88
C 5.17 3.66 -0.33
C 4.20 -1.55 -2.49
C 5.62 -1.33 -3.33
C 6.63 -2.64 -3.19
C 7.57 -2.72 -4.56
N 7.84 -1.34 -5.16
C 3.02 -2.46 -3.19
C 3.22 -3.17 -4.69
H -0.73 -1.21 4.07
H 0.72 -2.47 4.35
H -1.04 -3.14 4.42
H -2.73 -0.82 0.42
H -6.26 -0.58 -1.41
H -5.09 -0.02 0.07
H -6.96 1.58 -3.09
H -6.43 4.10 -4.21
H -4.01 5.54 -3.53
H -2.23 4.31 -1.60
H -2.79 1.83 -0.53
H -5.51 -2.52 -4.70
H -6.26 -1.19 -3.56
H -5.20 0.76 -5.07
H -6.04 -0.25 -7.25
H -3.72 -1.61 -6.87
H -2.81 -0.48 -5.56
H -2.96 1.29 -6.78
H -3.00 0.22 -8.11
H -2.70 -2.99 -4.77
H 2.38 -0.79 0.87
H 1.63 2.08 -0.66
H 1.04 4.73 -1.61
H 3.07 6.68 -1.76
H 5.64 6.06 -0.92
H 6.28 3.49 0.00
H 6.16 -0.43 -2.82
H 5.30 -1.12 -4.45
H 7.41 -2.49 -2.30
H 6.06 -3.65 -2.98
H 7.04 -3.45 -5.32
H 8.64 -3.18 -4.29
H 7.01 -1.19 -5.81
H 8.68 -1.34 -5.78
H 4.36 -3.16 -5.03
H 2.95 -4.33 -4.56
H 2.55 -2.64 -5.49
C -5.64 9.49 2.10
O -4.82 8.97 3.13
C -5.55 8.21 4.11
C -5.22 6.72 4.00
N -5.78 6.14 2.77
C -5.28 4.79 2.47
C -3.77 4.64 2.20
O -3.33 5.26 0.99
C -3.06 6.65 1.11
H -5.05 10.20 1.51
H -5.98 8.70 1.42
H -6.51 10.02 2.51
H -6.62 8.40 4.06
H -5.20 8.56 5.08
H -5.63 6.19 4.87
H -4.13 6.61 4.01
H -5.56 6.74 1.99
H -5.82 4.45 1.58
H -5.57 4.11 3.28
H -3.58 3.57 2.06
H -3.15 4.94 3.05
H -2.68 6.92 2.10
H -3.96 7.22 0.87
H -2.31 6.91 0.36
C 3.47 -8.44 7.23
O 4.33 -7.31 7.33
C 5.50 -7.42 6.51
C 5.44 -6.43 5.34
N 4.42 -6.84 4.36
C 4.13 -5.81 3.35
C 3.54 -4.48 3.85
O 2.22 -4.59 4.39
C 2.16 -5.01 5.74
H 2.72 -8.36 8.02
H 2.96 -8.45 6.27
H 4.02 -9.37 7.38
H 5.68 -8.45 6.18
H 6.35 -7.14 7.15
H 6.42 -6.40 4.84
H 5.22 -5.45 5.74
H 3.56 -7.06 4.85
H 3.41 -6.26 2.66
H 5.04 -5.61 2.77
H 3.45 -3.82 2.98
H 4.20 -3.96 4.55
H 3.01 -4.65 6.33
H 2.08 -6.09 5.80
H 1.25 -4.60 6.19
```

As for the SMILES: C/C(Cl)=C(\Cl)N1c2cc(Cc3ccccc3)c(C[C@H](O)CN)cc2Sc2c1cc(OC(=O)c1ccccc1)c(CCCN)c2C.COCCNCCOC.COCCNCCOC. The value obtained for the total energy is -3986.6494 a.u. Its largest force on an atom is 0.1742 hartree/bohr.


Entry 3:
# C48H67CrNO5PSe

C48H67CrNO5PSe as an isolated structure at a distorted geometry (wB97M-V/def2-TZVPD, OMol25).

```
124
Properties=species:S:1:pos:R:3
Cr -1.27 -0.24 0.74
C 5.91 0.97 -1.53
C 5.60 1.56 -0.14
C 6.78 1.22 0.78
C 5.52 3.09 -0.26
C 4.28 1.00 0.38
C 3.11 1.20 -0.34
C 1.90 0.69 0.09
Se 0.27 0.85 -0.87
C 0.31 -1.02 -1.51
C 1.05 -1.12 -2.68
C 1.31 -2.33 -3.31
C 0.80 -3.46 -2.69
C 0.06 -3.43 -1.51
C -0.23 -2.18 -0.86
O -0.90 -2.18 0.24
C -0.38 -4.81 -0.97
C -1.27 -5.50 -2.02
C 0.87 -5.67 -0.71
C -1.18 -4.81 0.34
C 2.13 -2.45 -4.60
C 3.37 -3.33 -4.35
C 1.28 -3.10 -5.70
C 2.62 -1.09 -5.10
C 1.77 -0.07 1.28
O 0.64 -0.54 1.66
C 2.98 -0.28 2.03
C 4.17 0.25 1.56
C 2.90 -1.09 3.32
C 4.26 -1.23 4.00
C 2.38 -2.50 3.02
C 1.95 -0.39 4.32
H 6.86 1.36 -1.92
H 5.12 1.22 -2.24
H 5.98 -0.12 -1.47
H 7.70 1.65 0.37
H 6.91 0.15 0.88
H 6.63 1.64 1.78
H 6.46 3.50 -0.63
H 5.30 3.53 0.71
H 4.72 3.38 -0.95
H 3.12 1.75 -1.28
H 1.44 -0.21 -3.10
H 0.99 -4.43 -3.14
H -0.75 -5.64 -2.97
H -2.16 -4.91 -2.21
H -1.58 -6.49 -1.66
H 1.46 -5.81 -1.61
H 0.57 -6.66 -0.34
H 1.50 -5.19 0.04
H -2.11 -4.26 0.25
H -0.62 -4.36 1.16
H -1.41 -5.85 0.59
H 3.08 -4.33 -4.02
H 3.99 -2.90 -3.56
H 3.97 -3.43 -5.26
H 0.95 -4.09 -5.41
H 1.86 -3.19 -6.63
H 0.40 -2.49 -5.90
H 3.25 -0.60 -4.36
H 1.78 -0.43 -5.32
H 3.20 -1.23 -6.02
H 5.06 0.07 2.14
H 4.98 -1.75 3.37
H 4.14 -1.82 4.92
H 4.68 -0.26 4.28
H 3.05 -3.01 2.32
H 1.39 -2.46 2.57
H 2.33 -3.09 3.94
H 2.32 0.61 4.55
H 1.90 -0.97 5.25
H 0.95 -0.30 3.90
O -2.53 0.37 4.76
C -2.33 0.05 3.57
O -1.43 0.45 2.78
C -3.29 -0.90 2.92
C -4.38 -1.45 3.57
C -5.19 -2.32 2.86
C -4.89 -2.60 1.54
C -3.78 -2.00 0.96
N -3.00 -1.16 1.65
H -4.56 -1.18 4.60
H -6.06 -2.78 3.33
H -5.50 -3.27 0.95
H -3.47 -2.12 -0.07
C -4.67 2.40 2.60
C -4.51 2.64 1.09
C -5.33 3.89 0.72
C -5.13 1.47 0.31
P -2.68 2.56 0.58
C -2.84 3.21 -1.15
C -2.68 2.24 -2.15
C -2.78 2.59 -3.50
C -3.05 3.89 -3.87
C -3.23 4.86 -2.89
C -3.13 4.52 -1.55
C -1.77 3.95 1.49
C -1.16 3.35 2.75
C -2.52 5.22 1.90
C -0.61 4.39 0.58
H -5.73 2.25 2.82
H -4.32 3.24 3.20
H -4.13 1.52 2.96
H -6.35 3.73 1.09
H -5.39 4.03 -0.36
H -4.96 4.81 1.17
H -6.19 1.38 0.58
H -4.61 0.53 0.52
H -5.07 1.64 -0.77
H -2.48 1.21 -1.82
H -2.65 1.82 -4.25
H -3.13 4.16 -4.92
H -3.44 5.89 -3.16
H -3.27 5.29 -0.81
H -1.91 3.03 3.48
H -0.55 4.14 3.21
H -0.53 2.49 2.55
H -3.30 5.01 2.64
H -2.97 5.76 1.07
H -1.81 5.90 2.38
H 0.01 3.54 0.28
H 0.03 5.08 1.15
H -0.93 4.91 -0.31
O -2.22 -0.21 -0.68
```

The value obtained for the total energy is -6087.5551 a.u. Its largest force on an atom is 0.0467 hartree/bohr. The spin multiplicity is 2. As for the energy above the lowest of the compared OMol25 structures with the same formula, charge and spin: 55.50 kJ/mol. As for the charge: -2.


- The lowest largest force on an atom belongs to which entry?
  C48H67BrCoN8O5SeSi


- Among the records above, which one has the highest largest force on an atom?
  C48H67Cl2N5O7S